Record 1
{"formula": "C56H88BrN13O6S", "method": "ωB97M-V/def2-TZVPD", "lumo_ev": -1.2, "orbital_gap_ev": 7.6292, "species": ["C", "C", "O", "N", "C", "C", "O", "C", "C", "C", "O", "O", "C", "C", "C", "O", "O", "C", "N", "S", "N", "C", "C", "C", "C", "C", "Br", "H", "H", "H", "H", "H", "H", "H", "H", "H", "H", "H", "H", "H", "H", "H", "H", "H", "H", "C", "C", "C", "C", "N", "H", "H", "H", "H", "H", "H", "H", "C", "C", "C", "C", "N", "H", "H", "H", "H", "H", "H", "H", "C", "C", "C", "C", "N", "H", "H", "H", "H", "H", "H", "H", "C", "C", "C", "C", "N", "H", "H", "H", "H", "H", "H", "H", "C", "C", "C", "C", "N", "H", "H", "H", "H", "H", "H", "H", "C", "C", "C", "C", "N", "H", "H", "H", "H", "H", "H", "H", "C", "C", "C", "C", "N", "H", "H", "H", "H", "H", "H", "H", "C", "C", "C", "C", "N", "H", "H", "H", "H", "H", "H", "H", "C", "C", "C", "C", "N", "H", "H", "H", "H", "H", "H", "H", "C", "C", "C", "C", "N", "H", "H", "H", "H", "H", "H", "H"], "positions_angstrom": [[-0.328, 2.957, 2.278], [0.771, 2.937, 3.429], [1.658, 2.113, 3.292], [0.756, 3.870, 4.541], [0.770, 3.228, 5.846], [0.663, 1.695, 6.119], [0.832, 3.966, 6.817], [-0.257, 4.902, 4.426], [-1.723, 4.733, 4.713], [-2.299, 3.341, 5.137], [-2.119, 3.133, 6.567], [-2.504, 4.249, 7.263], [-2.683, 5.846, 4.617], [-4.199, 5.719, 4.953], [-5.074, 5.258, 3.744], [-4.855, 4.302, 3.035], [-6.217, 6.014, 3.504], [-2.145, 7.172, 4.193], [-2.919, 8.322, 4.038], [-1.817, 9.467, 3.550], [-0.320, 8.723, 3.476], [-0.672, 7.417, 3.856], [0.221, 6.226, 3.997], [1.758, 6.391, 3.661], [1.980, 6.105, 2.098], [2.163, 7.490, 1.332], [3.625, 5.044, 1.762], [-1.305, 2.517, 2.600], [-0.422, 4.004, 1.864], [0.063, 2.345, 1.423], [-0.207, 1.184, 5.633], [0.603, 1.539, 7.234], [1.644, 1.222, 5.810], [-1.842, 2.480, 4.584], [-3.416, 3.284, 4.960], [-1.709, 4.726, 7.587], [-4.546, 6.762, 5.231], [-4.396, 5.101, 5.879], [-6.574, 5.753, 2.633], [2.026, 7.442, 3.941], [2.394, 5.653, 4.213], [1.081, 5.604, 1.637], [2.857, 7.348, 0.464], [2.659, 8.201, 2.055], [1.141, 7.851, 1.044], [-0.614, -2.199, -0.524], [0.145, -1.342, -1.531], [0.649, -0.027, -0.932], [-0.497, 0.784, -0.448], [-1.384, 1.412, -0.067], [-1.515, -1.695, -0.165], [-0.929, -3.137, -0.985], [0.015, -2.437, 0.339], [-0.509, -1.134, -2.384], [0.998, -1.910, -1.911], [1.196, 0.544, -1.686], [1.326, -0.220, -0.096], [-7.761, 8.488, 5.629], [-7.435, 8.401, 7.116], [-6.854, 9.702, 7.677], [-5.586, 10.038, 6.973], [-4.607, 10.294, 6.425], [-6.865, 8.670, 5.031], [-8.197, 7.551, 5.280], [-8.476, 9.291, 5.431], [-6.728, 7.581, 7.277], [-8.346, 8.152, 7.667], [-6.650, 9.594, 8.744], [-7.561, 10.525, 7.548], [-6.323, 2.396, -2.589], [-5.379, 2.513, -1.396], [-3.908, 2.620, -1.806], [-3.505, 1.400, -2.566], [-3.202, 0.461, -3.159], [-6.131, 1.489, -3.166], [-7.360, 2.351, -2.250], [-6.220, 3.257, -3.256], [-5.519, 1.644, -0.747], [-5.651, 3.396, -0.813], [-3.277, 2.714, -0.922], [-3.748, 3.501, -2.433], [6.082, -0.147, 2.317], [4.998, 0.414, 3.228], [3.926, -0.622, 3.572], [3.261, -1.097, 2.327], [2.754, -1.460, 1.358], [5.669, -0.455, 1.360], [6.841, 0.610, 2.115], [6.575, -1.010, 2.777], [4.538, 1.278, 2.740], [5.455, 0.775, 4.153], [3.175, -0.183, 4.232], [4.369, -1.479, 4.085], [4.635, -0.702, -3.740], [3.902, 0.623, -3.575], [4.733, 1.684, -2.851], [5.077, 1.206, -1.485], [5.341, 0.839, -0.427], [4.875, -1.154, -2.777], [4.013, -1.412, -4.287], [5.565, -0.568, -4.297], [2.972, 0.447, -3.027], [3.626, 1.002, -4.564], [4.166, 2.614, -2.770], [5.654, 1.896, -3.398], [4.022, -4.145, -1.341], [4.634, -5.205, -2.252], [6.161, -5.129, -2.313], [6.583, -3.804, -2.843], [6.898, -2.777, -3.255], [4.233, -3.135, -1.699], [2.936, -4.256, -1.306], [4.405, -4.235, -0.320], [4.219, -5.092, -3.257], [4.342, -6.194, -1.894], [6.550, -5.914, -2.965], [6.593, -5.269, -1.319], [1.686, -9.324, -1.849], [2.298, -10.383, -2.758], [3.826, -10.306, -2.818], [4.248, -8.981, -3.349], [4.569, -7.956, -3.761], [1.898, -8.314, -2.209], [0.602, -9.438, -1.815], [2.071, -9.416, -0.830], [1.882, -10.271, -3.764], [2.005, -11.373, -2.399], [4.217, -11.091, -3.469], [4.256, -10.445, -1.824], [1.527, -3.474, -8.588], [2.844, -2.732, -8.385], [3.609, -3.208, -7.147], [2.783, -2.982, -5.931], [2.123, -2.818, -4.987], [0.839, -3.308, -7.756], [1.030, -3.125, -9.492], [1.695, -4.550, -8.686], [2.638, -1.661, -8.304], [3.472, -2.872, -9.269], [4.547, -2.658, -7.049], [3.846, -4.271, -7.226], [-2.851, -2.982, -6.103], [-2.627, -1.662, -6.833], [-2.945, -1.746, -8.329], [-2.067, -2.755, -8.983], [-1.386, -3.538, -9.482], [-2.192, -3.767, -6.482], [-2.640, -2.867, -5.039], [-3.886, -3.319, -6.211], [-1.588, -1.351, -6.692], [-3.257, -0.893, -6.378], [-2.783, -0.775, -8.803], [-3.989, -2.028, -8.485], [-3.360, -9.344, 0.579], [-2.374, -9.283, 1.741], [-0.914, -9.233, 1.282], [-0.584, -10.454, 0.498], [-0.339, -11.413, -0.102], [-3.227, -10.252, -0.014], [-4.386, -9.349, 0.952], [-3.242, -8.481, -0.081], [-2.530, -10.152, 2.385], [-2.588, -8.395, 2.343], [-0.250, -9.176, 2.146], [-0.738, -8.352, 0.660]]}

=====

Record 2
{"formula": "C2H2N2O", "method": "ωB97M-V/def2-TZVPD", "lumo_ev": 0.5, "orbital_gap_ev": 10.3116, "smiles": "C#CO.N#N", "species": ["C", "C", "N", "N", "O", "H", "H"], "positions_angstrom": [[0.695, -0.958, -0.364], [0.905, 0.199, -0.210], [-2.328, 0.141, 0.465], [-2.736, -0.865, 0.582], [1.087, 1.501, -0.340], [0.372, -1.874, 0.049], [2.004, 1.857, -0.182]]}

=====

Record 3
{"formula": "C38H43ClCoN5O5", "method": "ωB97M-V/def2-TZVPD", "spin_multiplicity": 5, "lumo_ev": [-5.1, -9.2], "charge": 2, "orbital_gap_ev": [7.9707, 3.8968], "species": ["Co", "O", "C", "C", "O", "O", "C", "C", "C", "C", "C", "C", "C", "C", "C", "C", "C", "C", "H", "H", "H", "H", "H", "H", "H", "H", "H", "H", "H", "C", "C", "O", "N", "C", "C", "C", "C", "C", "C", "N", "H", "H", "H", "H", "H", "H", "H", "H", "H", "H", "C", "C", "C", "C", "C", "O", "C", "C", "C", "C", "C", "C", "Cl", "C", "C", "C", "N", "C", "N", "C", "N", "H", "H", "H", "H", "H", "H", "H", "H", "H", "H", "H", "H", "H", "H", "H", "H", "H", "H", "H", "H", "H", "H"], "positions_angstrom": [[0.481, 1.222, 0.463], [2.778, 1.214, 0.462], [3.428, 1.319, 1.723], [2.175, 1.432, 2.872], [2.535, 1.487, 4.017], [1.027, 1.413, 2.345], [4.278, 0.058, 1.977], [5.226, -0.233, 0.988], [6.008, -1.375, 1.076], [5.867, -2.228, 2.163], [4.951, -1.928, 3.157], [4.154, -0.789, 3.070], [4.176, 2.580, 1.839], [4.788, 2.934, 3.088], [5.632, 4.005, 3.159], [5.865, 4.785, 2.016], [5.257, 4.465, 0.778], [4.407, 3.400, 0.691], [3.119, 0.409, 0.051], [5.390, 0.458, 0.161], [6.748, -1.579, 0.311], [6.480, -3.119, 2.238], [4.851, -2.579, 4.018], [3.458, -0.569, 3.867], [4.587, 2.343, 3.971], [6.105, 4.257, 4.100], [6.520, 5.646, 2.083], [5.487, 5.048, -0.105], [3.973, 3.128, -0.258], [-3.755, 1.238, -0.647], [-2.540, 1.671, 0.111], [-1.521, 0.944, 0.137], [-2.576, 2.853, 0.743], [-1.463, 3.402, 1.519], [-0.411, 4.051, 0.642], [-0.258, 5.424, 0.598], [0.661, 5.982, -0.277], [1.401, 5.148, -1.099], [1.218, 3.785, -0.987], [0.338, 3.233, -0.130], [-3.868, 0.160, -0.560], [-3.601, 1.467, -1.704], [-4.663, 1.736, -0.311], [-3.409, 3.405, 0.649], [-1.027, 2.617, 2.127], [-1.873, 4.136, 2.204], [-0.873, 6.054, 1.235], [0.789, 7.059, -0.324], [2.107, 5.543, -1.820], [1.774, 3.099, -1.614], [-3.992, -4.668, -0.696], [-2.600, -4.115, -0.336], [-2.794, -2.727, 0.298], [-2.027, -5.090, 0.703], [-1.667, -4.043, -1.591], [-1.701, -5.252, -2.345], [-1.863, -2.831, -2.529], [-3.143, -2.698, -3.397], [-3.897, -1.409, -3.122], [-3.292, -0.198, -3.438], [-3.904, 1.015, -3.156], [-5.136, 1.023, -2.530], [-5.875, 2.543, -2.121], [-5.777, -0.160, -2.237], [-5.157, -1.370, -2.545], [-0.168, -4.033, -1.217], [0.259, -2.839, -0.458], [0.385, -1.599, -0.904], [0.687, -0.795, 0.108], [0.785, -1.653, 1.180], [0.541, -2.899, 0.871], [-4.629, -4.608, 0.190], [-3.953, -5.726, -0.977], [-4.493, -4.107, -1.481], [-3.344, -2.838, 1.237], [-3.378, -2.063, -0.352], [-1.845, -2.228, 0.537], [-2.785, -5.280, 1.468], [-1.142, -4.707, 1.208], [-1.782, -6.052, 0.240], [-2.611, -5.494, -2.535], [-1.008, -2.875, -3.214], [-1.758, -1.912, -1.945], [-3.799, -3.559, -3.290], [-2.845, -2.696, -4.444], [-2.324, -0.200, -3.937], [-3.436, 1.955, -3.435], [-6.758, -0.140, -1.775], [-5.680, -2.293, -2.320], [0.387, -4.056, -2.150], [0.104, -4.907, -0.640], [0.204, -1.298, -1.927], [1.011, -1.334, 2.190]]}

=====

Relative energy (zero: lowest compared OMol25 entry of this formula, charge and spin) list, top to bottom, in kJ/mol: 0.0, 172.6, 274.7